[1]
{
  "formula": "C22H28ClN3O4",
  "method": "ωB97M-V/def2-TZVPD",
  "e_homo_ev": -8.934,
  "lumo_ev": 0.59,
  "smiles": "CCOCCCNC(=O)[C@H](c1ccc(Cl)cc1)N1CCN(C(=O)c2ccco2)CC1",
  "de_lowest_kcal_mol": 56.96,
  "charge": 0,
  "species": ["Cl", "O", "O", "O", "O", "N", "N", "N", "C", "C", "C", "C", "C", "C", "C", "C", "C", "C", "C", "C", "C", "C", "C", "C", "C", "C", "C", "C", "C", "C", "H", "H", "H", "H", "H", "H", "H", "H", "H", "H", "H", "H", "H", "H", "H", "H", "H", "H", "H", "H", "H", "H", "H", "H", "H", "H", "H", "H"],
  "xyz": [[-6.516, 2.618, -0.771], [-1.629, -0.600, 3.320], [-1.246, -3.001, -1.167], [4.996, 0.207, 0.104], [3.540, 3.256, -1.045], [-1.668, -1.375, 1.194], [-0.145, 0.868, 0.526], [2.384, 1.360, -0.677], [-0.890, -3.721, 1.100], [-1.212, 0.960, 1.515], [-4.982, 2.154, -0.123], [6.868, 1.301, 0.610], [3.516, 2.107, -0.627], [-3.436, 2.099, 1.699], [-1.512, -0.427, 2.126], [6.263, 0.084, 0.528], [1.077, 0.323, 1.097], [-2.855, 1.100, -0.398], [-2.018, -2.746, 1.465], [4.765, 1.528, -0.100], [2.110, 0.111, -0.014], [-2.516, 1.414, 0.914], [-1.899, -2.190, -3.306], [-4.667, 2.469, 1.189], [-0.736, -2.601, -2.418], [-0.248, -3.373, -0.245], [5.901, 2.240, 0.197], [-4.079, 1.472, -0.922], [1.175, 1.971, -1.192], [0.161, 2.163, -0.067], [1.700, -0.586, -0.756], [-2.906, -2.996, 0.879], [-5.377, 2.999, 1.804], [-0.754, 2.601, -0.469], [-3.190, 2.337, 2.723], [6.613, -0.908, 0.736], [1.444, 2.931, -1.634], [-1.530, -1.862, -4.274], [0.463, -2.541, -0.116], [1.501, 1.001, 1.859], [-1.310, -4.725, 1.062], [0.579, 2.857, 0.681], [0.321, -4.236, -0.626], [-4.335, 1.233, -1.942], [-0.174, -3.428, -2.879], [-2.456, -1.380, -2.842], [6.006, 3.302, 0.122], [3.016, -0.319, 0.405], [7.873, 1.501, 0.920], [-2.251, -2.820, 2.529], [0.858, -0.632, 1.578], [-2.146, 0.579, -1.023], [-2.571, -3.031, -3.446], [-0.037, -1.757, -2.284], [0.752, 1.315, -1.960], [-0.938, 1.626, 2.352], [-0.110, -3.702, 1.863], [-1.543, -1.132, 0.223]]
}

[2]
{
  "formula": "C29H38IrN4O8",
  "method": "ωB97M-V/def2-TZVPD",
  "e_homo_ev": [-13.358, -13.685],
  "lumo_ev": [-5.68, -9.47],
  "multiplicity": 6,
  "s_squared": 8.81,
  "de_lowest_kcal_mol": 43.48,
  "charge": 2,
  "species": ["Ir", "O", "O", "O", "O", "O", "O", "O", "O", "N", "N", "N", "N", "C", "C", "C", "C", "C", "C", "C", "C", "C", "C", "C", "C", "C", "C", "C", "C", "C", "C", "C", "C", "C", "C", "C", "C", "C", "C", "C", "C", "C", "H", "H", "H", "H", "H", "H", "H", "H", "H", "H", "H", "H", "H", "H", "H", "H", "H", "H", "H", "H", "H", "H", "H", "H", "H", "H", "H", "H", "H", "H", "H", "H", "H", "H", "H", "H", "H", "H"],
  "xyz": [[0.352, -1.162, 0.431], [2.580, -4.804, -0.097], [-1.581, -0.087, 0.146], [5.227, -4.845, 0.290], [0.925, 1.095, 0.476], [-3.073, 2.423, -2.754], [0.970, -3.266, -0.081], [-3.140, 1.345, -0.456], [6.659, -3.318, 1.040], [2.591, -1.407, 0.999], [4.731, -1.427, 1.427], [-4.430, -3.481, 1.022], [-1.658, -2.734, 0.721], [2.162, -3.674, 0.111], [-0.731, -0.361, -2.536], [-1.431, 4.257, -0.569], [4.442, -2.664, 0.918], [3.608, -0.694, 1.466], [-3.537, -3.388, 2.209], [-2.544, -2.862, -0.426], [3.090, -2.634, 0.651], [2.363, 1.253, -1.786], [-0.786, 0.501, -4.774], [-0.727, 2.669, 1.126], [0.435, 2.810, -1.079], [-0.447, 3.805, -1.438], [1.595, 2.545, -2.006], [2.561, 3.746, -1.950], [-0.141, 0.956, 2.996], [-0.291, -0.416, -3.847], [-2.169, 0.628, -0.716], [3.577, 0.695, 1.972], [-1.669, 0.577, -2.136], [-0.958, 2.153, 2.527], [-3.656, -3.887, -0.182], [5.543, -3.671, 0.750], [-1.548, 3.688, 0.693], [-0.755, 3.307, 3.528], [-1.708, 1.448, -4.399], [0.256, 2.125, 0.197], [-2.402, -2.399, 1.922], [-2.184, 1.505, -3.074], [2.052, 4.678, -2.180], [3.001, 3.829, -0.958], [2.621, 1.139, 1.718], [-0.344, -1.079, -1.798], [-1.003, 2.971, 4.531], [-5.186, -4.155, 1.201], [-2.103, 5.047, -0.869], [-3.138, -4.382, 2.423], [-4.114, -3.054, 3.072], [-0.358, 4.254, -2.416], [-2.991, -1.884, -0.634], [-2.802, -1.389, 1.786], [3.135, 1.157, -2.545], [-1.384, 4.159, 3.291], [2.858, 1.248, -0.819], [0.412, -1.173, -4.151], [-1.962, -3.162, -1.298], [-2.324, 4.052, 1.352], [-4.861, -2.560, 0.848], [1.173, 2.517, -3.020], [4.257, -4.994, 0.097], [4.381, 1.280, 1.523], [-0.432, 0.699, 4.014], [-1.729, -2.385, 2.780], [1.705, 0.388, -1.850], [-1.090, -3.571, 0.821], [5.662, -1.152, 1.718], [-3.230, -4.880, -0.011], [3.708, 0.710, 3.056], [-4.321, -3.933, -1.045], [-0.299, 0.065, 2.359], [-3.370, 2.271, -1.814], [0.281, 3.637, 3.520], [-0.447, 0.453, -5.799], [3.358, 3.612, -2.677], [-2.021, 1.875, 2.561], [-2.113, 2.162, -5.099], [0.918, 1.200, 2.998]]
}

[3]
{
  "formula": "C6H8N3O2S",
  "method": "ωB97M-V/def2-TZVPD",
  "e_homo_ev": -13.133,
  "lumo_ev": -3.63,
  "smiles": "O=[N+]([O-])[C@H]1SC[C@@H]1c1[nH]cc[nH+]1",
  "de_lowest_kcal_mol": 17.66,
  "charge": 1,
  "species": ["S", "O", "O", "N", "N", "N", "C", "C", "C", "C", "C", "C", "H", "H", "H", "H", "H", "H", "H", "H"],
  "xyz": [[2.626, 1.733, 0.301], [1.637, -2.074, -0.011], [3.571, -1.207, -0.314], [-0.879, -1.307, 0.077], [-1.851, 0.621, -0.091], [2.440, -1.173, 0.006], [0.888, 2.169, -0.173], [-0.699, -0.026, -0.152], [-2.843, -0.332, 0.140], [-2.172, -1.538, 0.279], [0.528, 0.656, -0.547], [1.819, 0.123, 0.476], [-2.179, 1.553, -0.293], [-0.136, -1.929, 0.091], [-3.910, -0.019, 0.181], [0.898, 2.736, -1.074], [0.240, 2.372, 0.735], [1.568, -0.229, 1.534], [-2.490, -2.504, 0.458], [0.944, 0.377, -1.622]]
}